Here is a molecular structure, C27H19FN3O10PTi from the OMol25 dataset. Energies are from wB97M-V/def2-TZVPD.

Summary:
- DFT total energy (eV) = -88382.5927
- LUMO level (spin up / spin down) (eV) = 4.197 / 4.197
- frontier orbital gap (spin up / spin down) (eV) = 3.818 / 3.822
- relative energy (zero: lowest compared OMol25 entry of this formula, charge and spin) (kcal per mole) = 0.0
- total charge = -2
- HOMO level (spin up / spin down) (eV) = 0.3797 / 0.3754

Geometry as XYZ:
```
62
Properties=species:S:1:pos:R:3:forces:R:3:lowdin_charge:R:1
O -5.10419 -0.46000 0.69285 -0.1 -0.1 -0.1 0.070
C -1.24958 2.47554 1.96381 0.0 0.0 0.0 -0.080
C -4.17900 -1.19178 0.97514 0.4 0.2 0.3 -0.468
C 4.77548 1.01621 3.11554 0.0 0.0 0.0 -0.110
C 0.58089 -2.67741 -5.47080 0.1 0.1 0.2 -0.137
C -1.63650 -0.06486 -1.22342 0.0 0.1 -0.1 -0.635
C -2.08950 -2.30342 0.57031 0.2 0.0 -0.3 0.058
O -1.55356 1.13427 -0.96129 0.0 0.2 0.1 0.005
H 2.04518 -3.80102 -4.31110 0.0 0.0 0.0 0.105
C -2.33394 2.41626 2.83107 0.0 0.0 0.0 -0.086
H -1.06262 3.37664 1.39425 0.0 0.0 0.0 0.100
H 5.69302 0.94852 3.68875 0.0 0.0 0.0 0.089
C 1.10818 2.97426 -0.13716 0.0 0.1 0.2 -0.232
H 5.60812 0.09143 1.36312 0.0 0.0 0.0 0.102
C -3.00103 -0.74269 -1.12630 0.0 -0.1 0.2 0.002
H 3.51303 0.20503 0.07267 0.0 0.0 0.0 0.092
C 3.55639 0.61238 1.07683 0.0 0.0 0.0 -0.060
C -3.16017 -2.66583 2.72285 0.4 -0.4 -0.3 -0.448
H -3.45926 1.20679 4.19912 0.0 0.0 0.0 0.095
N 1.13672 -0.63069 -3.58495 -0.3 -0.3 -0.2 -0.031
Ti 0.97229 0.41477 -2.01668 0.1 -0.2 -0.6 1.017
C 2.46648 1.65922 2.95023 0.0 0.1 0.0 -0.090
C 3.63874 1.57423 3.68699 0.0 0.0 0.0 -0.107
C -1.78831 0.13892 3.36747 0.1 0.1 0.0 -0.092
H -1.27764 -2.41971 -0.14047 0.0 0.0 0.0 0.151
H 0.20681 3.17046 -0.72589 0.0 0.0 0.0 0.090
H -0.88140 -1.25243 -6.22248 0.0 0.0 0.0 0.105
P 0.92934 1.29101 0.58428 0.2 0.1 -0.2 1.086
H 3.65979 1.94568 4.70487 0.0 0.0 0.0 0.090
H 1.58093 2.09537 3.39890 0.0 0.0 0.0 0.100
C -0.10167 -1.45171 -5.49395 -0.1 0.0 -0.3 -0.057
H -3.14713 -1.44624 -1.94561 0.1 0.0 0.0 0.138
O -0.66291 -0.82135 -1.54773 -0.3 0.0 0.0 -0.101
H -4.89352 -1.59757 2.83011 0.0 0.0 0.0 0.162
C 2.41699 1.18579 1.64117 0.0 0.0 0.0 -0.324
O 2.35904 1.91234 -1.87641 0.1 0.4 0.1 -0.148
H -2.97731 3.28050 2.94238 0.0 0.0 0.0 0.096
C -2.60515 1.25183 3.53397 0.0 0.0 0.0 -0.096
H 1.25658 3.75342 0.61131 0.0 0.0 0.0 0.087
O 3.40456 -2.84346 -2.02621 -0.1 -0.2 -0.1 0.011
C 0.16577 -0.45875 -4.59214 0.4 -0.3 0.3 -0.198
H 0.35946 -3.46629 -6.17588 0.0 0.0 0.0 0.058
H -3.78749 0.00131 -1.12033 0.0 0.0 -0.1 0.122
O -0.07393 1.42872 -3.33960 -0.3 -0.1 -0.1 -0.145
C 1.51884 -2.85992 -4.43390 0.0 -0.2 -0.3 -0.055
O 2.29904 -0.95226 -1.50440 0.2 -0.3 0.0 -0.176
H -1.99566 -0.77932 3.90493 0.0 0.1 0.1 0.093
O 3.18533 3.79307 -0.98434 0.0 0.1 -0.1 0.016
H -0.08657 -0.67648 2.35783 0.0 0.0 0.0 0.116
C 2.58464 -1.97731 -2.30161 0.0 0.4 0.3 -0.563
C -0.70970 0.20068 2.49908 0.0 0.0 0.1 -0.091
O -1.43080 1.26024 -5.13423 0.0 -0.1 -0.2 0.004
C 1.77995 -1.87608 -3.52683 -0.2 0.4 0.0 -0.200
C -0.53877 0.81473 -4.41971 0.2 0.2 0.4 -0.576
N -3.09145 -1.44722 0.17150 -0.3 0.0 0.0 0.038
O -3.23777 -3.14646 3.83780 -0.1 0.1 0.1 0.061
C 4.73137 0.53852 1.81436 0.0 0.0 0.0 -0.076
F -1.11106 -3.73098 2.15044 0.1 0.0 -0.1 0.087
C -0.42487 1.37077 1.79239 0.0 -0.1 0.0 -0.366
N -4.12113 -1.81594 2.21885 -0.3 0.0 -0.2 0.210
C 2.33081 2.92523 -1.08186 0.0 -0.2 0.1 -0.706
C -2.09018 -2.90700 1.76011 -0.6 0.1 0.4 -0.205
```
Forces are in eV/Å.

***

Here is 2 unconnected molecules or ions with the total composition C18H33F7N7O4 at a distorted geometry from the OMol25 dataset. Energies are from wB97M-V/def2-TZVPD.

Summary:
- DFT total energy (eV) = -56836.1790
- LUMO level (eV) = -3.397
- frontier orbital gap (eV) = 8.001
- total charge = +1
- HOMO level (eV) = -11.3982

Geometry as XYZ:
```
69
Properties=species:S:1:pos:R:3:forces:R:3:lowdin_charge:R:1
H 3.88814 0.72177 -1.21010 -0.1 -0.1 0.0 0.073
H 2.60075 1.42611 0.27541 0.0 -0.1 0.0 0.111
H 7.60132 -1.14226 0.87234 0.0 0.1 0.3 0.128
N 0.74423 0.83616 0.98665 0.6 -0.7 0.7 -0.046
H -1.62950 -1.59729 1.08557 -0.4 0.2 -0.2 0.113
C -4.76539 -1.50568 0.77887 -0.4 0.9 0.0 -0.489
F -6.81602 -0.17816 2.28388 -0.9 0.1 -1.1 0.228
N 0.31483 4.19392 0.57810 -0.2 -0.3 -0.6 0.095
H 2.74592 -1.73263 1.11107 0.3 -0.3 -0.2 0.068
F -3.43485 -0.86631 2.62678 0.9 0.5 -0.4 0.169
N -4.53586 -0.26613 0.08034 0.9 0.5 0.1 0.224
H -0.69693 -0.33772 -2.10078 -0.2 -0.1 0.5 0.118
F -4.87884 -2.37111 2.94777 -0.6 -1.3 0.1 0.214
F -5.96537 -1.96068 0.43777 -0.8 -0.4 0.1 0.176
H 3.09952 -0.28384 -2.41804 0.3 -0.1 0.0 0.074
H -0.00296 3.38057 1.09697 0.4 0.0 0.0 0.059
O 2.59094 -1.87198 0.16799 -0.8 0.2 0.3 -0.059
N -1.37191 5.72502 0.68438 -0.6 0.8 0.5 0.132
H -2.44447 3.13482 -3.17296 -0.1 -0.1 0.0 0.125
C -1.05803 -0.85580 0.52445 1.2 -1.0 0.8 -0.141
C -1.81686 1.11049 -3.20929 -0.3 0.0 0.3 -0.135
H -5.39646 -1.01371 -2.00320 -0.1 0.5 -0.1 0.140
H 2.71637 0.26444 1.57759 0.1 -0.3 -0.3 0.131
C 7.20688 -2.07280 1.27136 -0.1 -0.2 -0.5 -0.068
H 5.43669 -4.45439 -0.18736 -0.2 0.1 0.1 0.127
H 1.37346 -0.71749 -0.98756 0.0 0.3 0.1 0.109
O 5.24485 -1.01452 2.24742 -0.4 -0.1 -0.2 0.109
H -4.00489 -1.47550 -2.71530 0.1 0.5 -0.5 0.138
H -2.21819 6.06095 0.22250 0.0 0.1 0.1 0.051
H -0.80148 2.34937 -0.74022 0.0 -0.1 -0.2 0.081
O 5.05019 -3.00765 1.24589 0.1 0.0 0.1 0.008
C 5.74876 -1.92481 1.64867 0.2 0.2 0.4 -0.490
C 3.46201 -0.26791 -1.38782 -0.5 0.2 0.1 -0.017
H -0.47097 -0.10482 2.44813 0.0 0.2 -0.1 0.127
C 5.93584 -3.97341 0.65096 0.2 -0.2 -0.2 -0.143
H 4.25386 -1.00012 -1.23776 -0.1 0.0 -0.2 0.075
C 0.01326 -0.33427 1.49364 -0.7 0.3 -0.1 -0.172
H 8.06147 -3.77423 0.15739 -0.1 0.0 0.0 0.119
C -4.66940 -1.25422 2.29785 -0.4 0.5 0.2 -0.391
H 0.65229 -1.20321 1.68782 0.0 0.1 0.0 0.124
C 2.16145 0.50213 0.65693 -0.7 0.5 -0.3 -0.148
H 7.77016 -2.37554 2.15527 0.0 0.1 0.0 0.136
H 0.83436 1.44266 1.79748 -0.2 0.2 -0.2 0.103
F -3.91052 -2.46764 0.42268 0.8 -0.3 -0.1 0.173
H -2.44809 4.36307 -1.03781 0.0 0.1 -0.3 0.109
C -1.03848 2.97150 -1.61088 -0.5 0.1 0.3 -0.224
N -2.53214 -0.14155 -1.12521 0.9 -0.5 -0.6 -0.028
F -5.82473 -0.43813 4.12735 -0.1 -0.4 1.0 0.214
H -0.53448 -1.41381 -0.25683 -0.3 0.4 -0.4 0.118
C -3.79784 -0.38780 -1.09125 -0.5 0.3 0.6 -0.324
H -2.49199 1.00403 -4.05928 -0.1 -0.2 0.2 0.112
H 0.96215 3.88879 -0.14240 -0.1 -0.1 0.1 0.075
C -1.74306 -0.19971 -2.36526 0.6 0.9 -0.6 -0.063
N -4.44977 -0.70537 -2.21880 -0.6 -1.7 0.1 0.251
H -4.15802 0.46729 0.67666 0.1 -0.2 0.0 0.153
C -2.19017 2.37496 -2.42627 0.7 0.5 -0.5 -0.185
H -0.11797 3.04632 -2.19986 -0.2 0.0 -0.2 0.124
H 6.17625 -4.73038 1.40025 0.0 0.0 0.0 0.130
N -1.44704 4.32440 -1.18441 0.9 -0.9 0.6 0.024
H -2.01150 -1.06566 -2.96848 -0.1 0.0 0.2 0.128
H -3.07790 2.27113 -1.79119 0.1 -0.2 -0.1 0.110
C -0.85811 4.78770 0.03363 -0.1 0.3 -0.2 -0.547
O -1.88351 0.21225 0.02404 0.0 0.1 0.2 -0.024
F -5.11038 1.02891 2.80492 0.5 1.1 -0.9 0.205
C 7.15499 -3.17514 0.21811 0.2 0.0 0.0 -0.151
C 2.29575 -0.59368 -0.40918 1.4 -0.1 0.0 -0.384
C -5.64636 -0.16749 2.85459 0.2 -0.7 1.1 -0.614
H 6.97829 -2.73343 -0.76456 0.0 0.0 0.0 0.117
H -0.82452 1.26922 -3.63738 -0.1 -0.1 0.0 0.119
```
Forces are in eV/Å.

***

Here is a molecular structure, C37H47FN2O6PReS2 from the OMol25 dataset. Energies are from wB97M-V/def2-TZVPD.

Summary:
- DFT total energy (eV) = -90200.9802
- 2S+1 = 4
- LUMO level (spin up / spin down) (eV) = -2.607 / -2.689
- <S²> = 3.7742
- frontier orbital gap (spin up / spin down) (eV) = 5.886 / 8.027
- relative energy (zero: lowest compared OMol25 entry of this formula, charge and spin) (kcal per mole) = 11.8
- total charge = +1
- HOMO level (spin up / spin down) (eV) = -8.4923 / -10.7167

Geometry as XYZ:
```
97
Properties=species:S:1:pos:R:3:forces:R:3:lowdin_charge:R:1
H -0.05673 -2.72250 2.81170 0.0 0.0 0.0 0.100
H 3.27411 -2.16093 -2.41611 0.0 0.0 0.0 0.068
H -0.45659 3.98109 1.97704 0.0 0.0 0.0 0.079
H 2.08983 -0.86286 -2.10854 0.0 0.0 0.0 0.042
C -2.14498 -1.70230 5.29156 0.0 0.0 0.0 -0.082
C 4.27280 3.48887 1.08082 0.0 0.0 0.0 -0.069
C -0.30267 0.81387 -4.13538 0.0 0.0 0.0 0.074
H -7.07700 -0.96137 -4.28370 0.0 0.0 0.0 0.093
H 3.34161 -1.19801 -0.90093 0.0 0.0 0.0 0.045
H -0.07183 -2.63861 -2.50897 0.0 0.0 0.0 0.044
C 1.70528 -0.25917 4.94886 0.0 0.0 0.1 -0.221
H -6.35536 -0.05184 -2.95530 0.0 0.0 0.0 0.104
C -1.22883 -1.65527 4.25009 0.0 0.0 0.0 -0.381
H 5.86130 4.92374 1.16678 0.0 0.0 0.0 0.109
H 0.83208 4.10461 -1.54240 0.0 0.0 0.0 0.091
H -3.93532 -0.37506 -7.05246 0.0 0.0 0.0 0.134
N -3.74368 -0.45607 -3.68923 0.0 0.0 0.0 0.052
C -2.62683 0.12609 -4.29058 0.0 0.0 0.0 -0.056
H 2.00835 -0.47560 5.97525 0.0 0.0 0.0 0.126
H -4.78707 -1.62968 -5.05658 0.0 0.0 0.0 0.163
O 0.26555 -0.43856 2.52540 -0.1 0.1 0.1 -0.677
S 4.36215 -0.39999 2.18039 -0.1 -0.1 0.3 0.980
H 3.25153 -3.71096 0.59384 0.0 0.0 0.0 0.060
C -2.55062 -0.76041 -1.62113 0.1 -0.2 -0.1 -0.015
H 0.74909 2.35668 -1.81101 0.0 0.0 0.0 0.050
C 0.26604 4.05966 1.16304 0.0 0.0 0.0 -0.055
H 2.36069 0.91786 3.29285 0.0 0.0 0.0 0.082
H -4.52812 -1.34721 -1.99636 0.0 0.0 0.0 0.130
C -2.68156 0.59218 -5.62212 0.0 0.0 0.0 -0.123
H 0.19253 5.05943 0.72873 0.0 0.0 0.0 0.085
H -3.25164 -2.99404 6.59080 0.0 0.0 0.0 0.111
C -4.97849 -0.70986 -4.49446 0.0 0.0 0.0 -0.288
C 3.88186 2.17840 1.32864 0.0 0.0 0.0 -0.075
H -1.55836 1.51925 -7.18836 0.0 0.0 0.0 0.140
C 0.35822 0.46330 4.97537 0.0 0.0 0.0 -0.291
H -2.15042 2.92247 0.43220 0.0 0.0 0.0 0.084
H -1.63246 4.11672 -0.76975 0.0 0.0 0.0 0.087
C 0.46095 -3.44885 -2.01053 -0.1 0.0 0.0 -0.144
F 0.70079 1.77536 -6.01262 0.0 0.0 0.0 0.090
C 2.77635 0.56851 4.24062 0.0 0.0 0.0 -0.233
O 3.00840 -0.65178 1.58961 0.4 0.1 -0.2 -0.563
H 1.87267 -4.80930 0.37588 0.0 0.0 0.0 0.064
H -2.34587 -5.06228 5.59335 0.0 0.0 0.0 0.110
H 1.98824 3.02567 -0.75066 0.1 0.0 0.0 0.059
C -5.15583 0.43074 -5.48197 0.0 0.0 0.0 -0.141
O 0.84214 -2.06061 0.33056 -0.2 -0.1 -0.2 -0.480
C -3.66333 -0.86994 -2.43108 0.0 0.0 0.0 0.049
H -6.06974 0.25685 -6.04923 0.0 0.0 0.0 0.128
C -1.54934 1.14232 -6.17346 0.0 0.0 0.0 0.069
C 2.69127 -1.65016 -1.65037 -0.1 0.1 0.0 -0.148
C -1.39379 -0.17390 -2.15753 0.0 0.0 0.0 -0.291
C 4.05737 -0.22602 3.97267 0.0 0.1 -0.1 -0.300
O -3.77152 -1.92074 0.01289 0.1 -0.3 0.0 0.074
C 0.95187 3.12714 -1.06867 0.0 0.1 0.0 -0.040
H 2.87765 1.82656 1.11762 0.0 0.0 0.0 0.076
O -1.77756 -1.17231 0.62836 0.2 -0.1 0.0 -0.173
H 6.83040 0.98569 2.53358 0.0 0.0 0.0 0.112
H -0.26229 -4.08754 -1.50260 0.0 0.0 0.0 0.069
H -1.64980 2.39775 -1.18617 0.0 0.0 0.0 0.062
S -0.73025 -0.06515 3.62617 0.0 0.0 0.0 1.072
H 1.00469 -4.03234 -2.75405 0.0 0.0 0.0 0.065
H 3.98838 -1.24906 4.34731 0.0 0.0 0.0 0.090
C -6.21036 -0.89948 -3.62715 0.0 0.0 0.0 -0.038
C 6.11303 1.69642 2.13943 0.0 0.0 0.0 -0.091
N 0.16157 1.67817 0.74445 -0.1 0.3 0.1 -0.202
H -4.03203 1.37479 -7.07246 0.0 0.0 0.0 0.127
H 3.00808 1.45330 4.83741 0.0 0.0 0.0 0.126
C 2.53986 -4.11065 -0.12864 0.1 0.0 0.0 -0.149
H -2.55450 -0.79130 5.71229 0.0 0.0 0.0 0.115
H -6.18513 -1.81602 -3.04041 0.0 0.0 0.0 0.086
C -2.03054 -4.09971 5.21340 0.0 0.0 0.0 -0.066
H -0.21301 0.29223 5.88850 0.0 0.0 0.0 0.094
Re -0.02174 -0.06997 0.49822 -0.1 -0.3 -0.1 1.592
H 7.49926 3.32814 2.10601 0.0 0.0 0.0 0.110
H -5.28330 1.36742 -4.93184 0.0 0.0 0.0 0.140
C -2.72045 -1.36371 -0.23591 -0.3 0.7 0.2 -0.567
H 0.60868 0.91639 -3.56649 0.0 0.0 0.0 0.121
C 5.56651 3.90178 1.36526 0.0 0.0 0.0 -0.069
H 4.95226 0.22973 4.39621 0.0 0.0 0.0 0.091
C 6.48781 3.00773 1.89482 0.0 0.0 0.0 -0.071
C -0.37594 1.23514 -5.42903 0.0 0.0 0.0 -0.249
H 1.59945 -1.22026 4.44109 0.0 0.0 0.0 0.106
C -1.45047 3.11182 -0.38324 0.0 0.0 0.0 -0.048
C -0.00830 2.97917 0.11417 0.0 0.0 0.0 -0.715
H 3.07678 -4.63219 -0.92137 0.0 0.0 0.0 0.064
H 1.26167 3.93241 1.58908 0.0 0.0 0.0 0.061
P 1.57929 -2.75646 -0.79120 0.1 0.0 0.1 0.587
C -1.44483 0.25137 -3.54549 0.0 0.0 0.0 -0.045
H 0.47333 1.54117 4.84523 0.0 0.0 0.0 0.098
H -0.75793 -4.94296 3.70822 0.0 0.0 0.0 0.109
C -0.72828 -2.80339 3.65654 -0.1 0.1 0.0 -0.056
C -3.95903 0.51142 -6.41144 0.0 0.0 0.0 -0.121
C 4.80974 1.30232 1.86476 0.0 0.0 0.0 -0.393
H 3.56713 4.19240 0.65962 0.0 0.0 0.0 0.098
C -2.53938 -2.93776 5.77889 0.0 0.0 0.0 -0.065
C -1.13659 -4.03327 4.15465 0.0 0.0 0.0 -0.055
O -0.28894 0.00327 -1.53327 -0.1 0.0 -0.1 -0.200
```
Forces are in eV/Å.